7 unconnected molecules or ions with the total composition C87H199NO2P5 in a non-equilibrium geometry. Source: OMol25; level of theory: the ωB97M-V functional and the def2-TZVPD basis.

```
294
Properties=species:S:1:pos:R:3:mulliken_charge:R:1
C -1.234 -0.284 0.540 -0.6725
C -2.364 -0.088 -0.553 1.1323
C -1.834 0.668 -1.761 -1.5363
O -3.096 -1.328 -0.852 -0.3216
H -1.661 -0.312 1.543 0.3064
H -0.468 0.488 0.597 0.1381
H -0.642 -1.181 0.725 -0.0057
H -3.063 0.698 -0.268 -0.4126
H -2.594 1.059 -2.438 0.4262
H -1.168 0.062 -2.375 -0.2192
H -1.336 1.578 -1.427 0.4556
C -3.001 4.415 -6.442 -1.5108
C -1.561 3.992 -6.176 -0.0983
C -1.496 2.636 -5.299 -0.3251
O -1.869 1.436 -6.057 -0.4198
C -1.667 0.160 -5.467 -0.2486
N -0.724 3.867 -7.485 -0.1662
H -1.046 3.005 -7.902 0.3569
H -0.783 4.731 -8.003 0.3607
H 0.258 3.775 -7.268 0.3435
H -3.556 3.640 -6.972 0.3498
H -3.004 5.313 -7.059 0.4708
H -3.529 4.787 -5.564 0.3781
H -0.980 4.804 -5.738 0.3820
H -2.304 2.706 -4.570 0.3048
H -0.463 2.698 -4.955 0.3833
H -2.185 -0.105 -4.546 -0.1776
H -0.603 -0.061 -5.381 0.2884
H -2.147 -0.565 -6.123 0.3859
C 9.861 -4.529 3.766 -1.3456
C 8.976 -3.369 3.491 -0.4984
C 7.628 -3.427 4.127 -0.3993
C 6.669 -4.409 3.443 -0.8814
P 4.995 -4.486 4.133 0.5828
C 3.942 -5.764 3.312 -0.0383
C 4.314 -7.214 3.565 -1.1063
C 3.324 -8.314 3.196 -0.9531
C 2.950 -8.289 1.687 -0.7370
C 5.332 -5.112 5.925 -1.1497
C 4.058 -5.241 6.840 0.0132
C 4.355 -4.742 8.219 -0.7022
C 3.268 -4.411 9.089 -1.4255
C 4.272 -2.829 4.264 -0.4514
C 2.817 -2.689 4.545 0.4495
C 2.294 -1.261 4.332 -0.5470
C 0.735 -1.315 4.166 -1.1098
H 10.550 -4.710 2.941 0.3808
H 9.300 -5.464 3.777 0.3369
H 10.383 -4.467 4.721 0.3597
H 8.828 -3.383 2.411 0.3514
H 9.451 -2.398 3.626 0.3031
H 7.116 -2.465 4.098 0.2813
H 7.845 -3.642 5.174 0.1719
H 7.116 -5.366 3.712 0.4206
H 6.688 -4.233 2.368 0.5330
H 3.964 -5.489 2.257 0.6419
H 2.929 -5.532 3.642 0.0285
H 4.373 -7.296 4.650 0.2278
H 5.337 -7.379 3.226 0.4386
H 2.508 -8.221 3.913 0.4398
H 3.731 -9.274 3.511 0.4730
H 3.753 -7.977 1.019 0.2724
H 2.097 -7.635 1.509 -0.0966
H 2.605 -9.302 1.479 0.4750
H 5.877 -4.243 6.294 0.6334
H 5.984 -5.985 5.926 0.6714
H 3.539 -6.199 6.821 0.5397
H 3.244 -4.592 6.515 -0.2267
H 4.950 -3.830 8.266 0.3499
H 4.999 -5.455 8.735 0.3756
H 2.559 -3.669 8.722 0.2936
H 3.595 -4.013 10.050 0.4116
H 2.869 -5.389 9.357 0.3256
H 4.313 -2.789 3.175 0.0956
H 4.940 -2.242 4.894 0.5864
H 2.598 -3.034 5.556 0.1533
H 2.314 -3.352 3.841 -0.5856
H 2.835 -0.807 3.501 0.2897
H 2.559 -0.677 5.213 0.4441
H 0.250 -0.524 4.738 0.4976
H 0.245 -2.212 4.544 0.4609
H 0.472 -1.283 3.109 -0.0779
C -2.862 12.167 2.805 -1.1135
C -1.703 11.993 1.732 -0.6867
C -1.865 10.755 0.847 -0.3949
C -1.784 9.408 1.677 -0.9361
P -2.166 7.995 0.761 1.0936
C -0.990 7.662 -0.595 -0.9964
C -1.547 6.776 -1.630 -0.2400
C -0.506 6.243 -2.553 -0.3297
C 0.522 5.249 -1.911 -1.0157
C -2.215 6.573 1.867 -1.3697
C -2.345 5.217 1.204 0.7632
C -2.704 4.173 2.275 -0.8509
C -2.151 2.838 2.020 -1.2551
C -3.851 8.184 0.199 -1.4612
C -4.827 8.735 1.207 -0.4055
C -6.044 9.390 0.399 -0.8703
C -7.138 8.392 0.017 -1.2270
H -2.811 13.037 3.459 0.3958
H -2.930 11.314 3.480 0.3056
H -3.840 12.248 2.330 0.2839
H -0.799 11.980 2.341 0.3125
H -1.649 12.852 1.064 0.3811
H -1.161 10.770 0.016 0.3946
H -2.855 10.833 0.398 0.1894
H -2.245 9.577 2.650 0.3392
H -0.712 9.249 1.789 0.5322
H -0.075 7.241 -0.179 0.5052
H -0.658 8.618 -1.000 0.6428
H -2.340 7.217 -2.234 0.3623
H -2.080 5.932 -1.191 0.1314
H 0.045 7.060 -3.017 0.5391
H -0.920 5.701 -3.403 -0.3798
H 0.109 4.797 -1.009 0.0802
H 1.379 5.855 -1.617 0.3922
H 0.875 4.430 -2.538 0.3944
H -3.037 6.757 2.559 0.5270
H -1.288 6.683 2.430 0.6540
H -1.500 4.892 0.597 -0.6579
H -3.200 5.162 0.531 0.2327
H -3.768 4.240 2.504 0.5060
H -2.217 4.285 3.243 0.3593
H -2.674 2.200 2.732 0.4972
H -1.101 2.613 2.208 0.4205
H -2.361 2.431 1.030 -0.0062
H -4.058 7.231 -0.287 0.7324
H -3.789 8.782 -0.710 0.7059
H -4.584 9.591 1.837 0.2113
H -5.354 8.010 1.827 0.3625
H -5.679 10.010 -0.420 0.4419
H -6.543 10.087 1.072 0.4588
H -7.806 8.842 -0.717 0.3892
H -7.798 8.127 0.843 0.3586
H -6.698 7.494 -0.417 0.2262
C 8.190 7.537 -0.269 -1.1633
C 6.956 6.783 0.262 -0.5778
C 7.280 5.139 0.231 -0.9508
C 6.067 4.154 0.166 -0.9757
P 6.294 2.505 -0.633 0.6897
C 7.938 1.810 -0.289 -1.0450
C 8.218 1.494 1.262 -0.6459
C 9.704 1.019 1.502 -0.5641
C 10.854 2.063 1.428 -1.2834
C 5.836 2.530 -2.431 -0.7541
C 6.334 1.320 -3.161 -1.0466
C 5.475 1.100 -4.394 -0.4058
C 5.553 -0.314 -4.846 -1.4239
C 5.130 1.455 0.089 -1.2053
C 3.747 1.341 -0.498 -0.6786
C 2.692 0.709 0.418 0.1255
C 2.297 1.654 1.595 -1.5059
H 8.830 7.058 -1.011 0.3475
H 8.939 7.692 0.508 0.3417
H 7.713 8.362 -0.797 0.3204
H 6.087 6.996 -0.359 0.3902
H 6.584 7.050 1.251 0.4237
H 7.865 5.275 1.142 0.3342
H 8.056 4.942 -0.508 0.4475
H 5.204 4.651 -0.277 0.5746
H 5.925 3.973 1.231 0.5239
H 8.719 2.545 -0.484 0.4466
H 8.044 0.924 -0.915 0.6390
H 7.471 0.732 1.486 0.3685
H 7.949 2.447 1.716 0.4270
H 9.905 0.196 0.816 0.3513
H 9.681 0.509 2.466 0.3076
H 11.743 1.580 1.834 0.3758
H 10.617 2.986 1.956 0.3077
H 11.250 2.419 0.477 0.3621
H 6.380 3.427 -2.725 0.7486
H 4.759 2.695 -2.484 0.5704
H 6.174 0.433 -2.548 0.4444
H 7.395 1.319 -3.411 0.5724
H 5.708 1.822 -5.177 0.3984
H 4.415 1.278 -4.209 0.2131
H 5.047 -1.106 -4.294 0.3154
H 6.599 -0.616 -4.903 0.3906
H 4.961 -0.344 -5.761 0.4293
H 5.130 1.760 1.135 0.7027
H 5.569 0.457 0.084 0.6226
H 3.801 0.705 -1.382 -0.0074
H 3.369 2.304 -0.842 0.4435
H 3.040 -0.180 0.943 -0.0494
H 1.824 0.461 -0.193 0.1864
H 2.952 1.594 2.463 0.4863
H 1.393 1.319 2.105 0.2446
H 1.977 2.614 1.190 0.4631
C -6.411 3.228 -0.199 -1.2182
C -6.720 2.106 0.818 -0.4315
C -7.552 1.010 0.254 -0.9750
C -6.740 0.077 -0.669 -0.6698
P -6.902 -1.797 -0.658 0.6652
C -6.408 -2.456 -2.206 -0.3288
C -6.991 -1.863 -3.513 -0.6721
C -6.391 -2.454 -4.765 -0.7752
C -4.964 -2.025 -4.872 -0.7081
C -5.913 -2.577 0.697 0.3466
C -6.354 -2.061 2.105 -0.5506
C -5.556 -2.683 3.194 -1.2908
C -3.922 -2.477 3.099 -0.3296
C -8.706 -2.171 -0.319 -1.1592
C -9.158 -3.450 0.338 -0.1948
C -10.648 -3.482 0.355 -0.9122
C -11.205 -3.777 -1.026 -1.1234
H -7.335 3.612 -0.632 0.4355
H -5.731 2.983 -1.015 0.2437
H -5.963 4.105 0.268 0.2978
H -7.230 2.494 1.701 0.4988
H -5.736 1.717 1.080 0.0725
H -8.411 1.523 -0.177 0.6012
H -8.001 0.434 1.064 0.5366
H -5.663 0.242 -0.680 -0.1358
H -6.919 0.367 -1.705 0.5944
H -6.648 -3.516 -2.124 0.5918
H -5.331 -2.397 -2.051 -0.0075
H -6.900 -0.777 -3.476 0.2414
H -8.070 -2.022 -3.519 0.3787
H -6.965 -2.293 -5.678 0.4828
H -6.456 -3.538 -4.676 0.1769
H -4.496 -1.997 -3.889 0.0297
H -4.975 -0.975 -5.166 0.4249
H -4.451 -2.626 -5.622 0.4651
H -4.861 -2.440 0.447 -0.6099
H -6.138 -3.633 0.548 0.7911
H -7.360 -2.382 2.375 0.3112
H -6.486 -0.992 2.271 0.2307
H -5.974 -3.689 3.219 0.4496
H -5.856 -2.275 4.159 0.4454
H -3.650 -1.421 3.127 0.2505
H -3.631 -2.874 2.127 -0.2801
H -3.475 -3.106 3.869 0.4600
H -9.246 -1.995 -1.249 0.4380
H -9.046 -1.283 0.213 0.6184
H -8.967 -3.723 1.375 0.1968
H -8.710 -4.320 -0.142 0.3752
H -10.969 -2.474 0.618 0.3081
H -10.947 -4.246 1.072 0.4256
H -12.274 -3.802 -0.815 0.3672
H -10.986 -4.819 -1.262 0.3060
H -10.902 -3.102 -1.826 0.3458
C 1.848 -2.330 -4.940 -1.6626
C 1.542 -1.604 -3.640 0.2368
C 1.001 -2.523 -2.493 0.4317
C -0.350 -3.127 -2.780 -0.6120
P -0.976 -4.615 -1.834 0.6280
C 0.116 -6.017 -2.225 -1.2452
C 1.646 -5.731 -2.082 -0.1663
C 2.520 -7.079 -2.366 -0.8343
C 1.885 -8.549 -2.210 -1.2007
C -0.979 -4.228 -0.116 0.0265
C -1.495 -5.358 0.839 -1.0179
C -1.225 -5.087 2.346 -0.4613
C 0.249 -5.158 2.782 -1.2240
C -2.719 -5.032 -2.356 -1.2965
C -3.092 -5.143 -3.931 -0.3309
C -4.230 -6.128 -4.143 -0.3318
C -3.684 -7.237 -5.090 -1.4290
H 2.551 -1.748 -5.535 0.4872
H 0.978 -2.513 -5.570 0.3988
H 2.345 -3.281 -4.751 0.3079
H 2.563 -1.272 -3.451 -0.1926
H 0.952 -0.716 -3.868 -0.0423
H 1.749 -3.291 -2.295 0.2945
H 0.895 -1.953 -1.570 -0.3537
H -1.078 -2.350 -2.548 -0.3287
H -0.464 -3.329 -3.845 0.9152
H -0.126 -6.412 -3.211 0.7488
H -0.258 -6.866 -1.653 0.7225
H 1.954 -5.301 -1.129 0.4717
H 2.050 -5.019 -2.801 -0.1845
H 3.403 -6.941 -1.741 0.4167
H 3.034 -7.070 -3.327 0.4006
H 1.144 -8.743 -2.986 0.3526
H 1.436 -8.655 -1.223 0.2517
H 2.668 -9.302 -2.118 0.4172
H 0.054 -3.913 0.028 0.5295
H -1.550 -3.314 0.048 -0.1763
H -2.484 -5.749 0.602 0.5746
H -0.852 -6.229 0.707 0.2647
H -1.576 -4.087 2.601 -0.2339
H -1.653 -5.809 3.042 0.5929
H 0.666 -6.165 2.788 0.2169
H 0.240 -4.952 3.852 0.6289
H 0.933 -4.386 2.428 0.2456
H -3.436 -4.392 -1.842 0.3329
H -2.811 -6.023 -1.912 0.8342
H -2.172 -5.474 -4.413 0.6156
H -3.283 -4.145 -4.324 -0.0324
H -4.988 -5.559 -4.681 0.0574
H -4.721 -6.496 -3.242 0.5255
H -3.175 -6.797 -5.948 0.3409
H -4.417 -7.958 -5.453 0.4506
H -3.051 -7.886 -4.485 0.3037
```

**Frontier orbital gap**: 6.028 eV
**Calculated total energy**: -145427.917 eV
**LUMO level**: -8.656 eV
**Charge**: +5